Here is a structure of composition C22H43N2OP2SZr in a non-equilibrium geometry from the OMol25 dataset. Energies are from ωB97M-V/def2-TZVPD.

Each line ends with the Mulliken charge.
Atoms and positions in Å:
Zr: -0.354 -0.051 0.183  -1.737
P: 0.044 -2.105 -1.221  1.234
P: 0.271 2.365 0.585  0.587
N: 0.385 0.748 -2.040  -0.173
C: 0.946 -1.599 -2.730  -0.957
H: 1.800 -2.278 -2.898  0.458
H: 0.291 -1.718 -3.613  0.454
C: 1.427 -0.140 -2.667  -0.982
H: 2.362 -0.027 -2.098  0.369
H: 1.622 0.230 -3.685  0.603
C: 0.676 2.239 -2.191  -1.249
H: -0.260 2.739 -2.486  0.483
H: 1.382 2.360 -3.024  0.452
C: 1.251 2.821 -0.884  -0.504
H: 1.338 3.920 -0.959  0.557
H: 2.275 2.433 -0.741  0.470
C: 1.082 2.887 2.151  0.990
C: 1.867 1.741 2.796  -1.570
H: 2.795 1.510 2.278  0.374
H: 1.281 0.812 2.857  0.182
H: 2.099 1.992 3.839  0.479
C: -1.350 3.270 0.397  0.471
C: -2.415 2.791 1.407  -1.345
H: -3.392 2.683 0.915  0.321
H: -2.536 3.504 2.232  0.476
H: -2.208 1.796 1.841  0.184
C: -1.596 -2.786 -1.772  0.902
C: -2.304 -3.570 -0.661  -1.555
H: -3.380 -3.629 -0.880  0.512
H: -2.238 -3.098 0.326  0.209
H: -1.935 -4.600 -0.578  0.363
C: 1.008 -3.454 -0.441  0.221
C: 0.528 -3.798 0.970  -0.793
H: 1.313 -4.374 1.479  0.496
H: -0.386 -4.403 0.965  0.428
H: 0.338 -2.912 1.588  -0.437
C: 1.864 -0.493 0.596  0.500
O: 2.993 -0.671 0.803  -0.212
C: -1.094 4.791 0.394  -1.692
H: -0.073 5.086 0.656  0.491
H: -1.288 5.203 -0.606  0.285
H: -1.775 5.304 1.080  0.458
C: -1.444 -3.537 -3.104  -1.542
H: -2.033 -4.464 -3.113  0.357
H: -1.790 -2.930 -3.945  0.371
H: -0.415 -3.825 -3.343  0.464
C: 1.064 -4.663 -1.363  -1.579
H: 1.703 -5.424 -0.903  0.482
H: 0.080 -5.112 -1.516  0.323
H: 1.499 -4.424 -2.335  0.381
C: 0.060 3.453 3.128  -1.487
H: -0.699 2.700 3.367  0.170
H: 0.548 3.704 4.077  0.526
H: -0.451 4.344 2.771  0.272
H: 1.782 3.667 1.823  0.783
H: 2.012 -3.019 -0.360  0.548
H: -1.709 2.983 -0.601  0.638
H: -2.187 -1.868 -1.937  0.444
H: -0.476 0.606 -2.587  0.295
H: -1.822 0.402 -0.681  0.191
S: -1.700 -0.931 2.249  -0.559
C: -0.690 -1.185 3.635  0.487
N: -0.457 -2.486 3.977  -0.015
C: 0.140 -2.876 5.147  -0.284
C: 0.555 -1.904 6.038  -0.668
C: 0.357 -0.547 5.719  -0.284
C: -0.269 -0.189 4.519  -0.399
H: -0.799 -3.204 3.341  0.287
H: 0.224 -3.950 5.291  0.474
H: 1.026 -2.205 6.987  0.437
H: 0.673 0.227 6.420  0.482
H: -0.478 0.832 4.237  0.602

Its net charge is +3. The HOMO energy is -18.09 eV. The calculation puts the total energy at -2175.8148 a.u. The molar mass is 536.8 g/mol. Its HOMO-LUMO gap is 7.19 eV. Its LUMO energy is -10.9 eV.